1.
# C37H31CrF6O3

A molecular structure, C37H31CrF6O3 (the ωB97M-V functional and the def2-TZVPD basis, the OMol25 dataset).

The calculation puts the frontier orbital gap (alpha / beta) at 6.02 / 6.40 eV. The LUMO energy (alpha / beta) is -4.8 / -4.4 eV. For the total energy, the calculation gives -89734.35951 eV. The relative energy (zero: lowest compared OMol25 entry of this formula, charge and spin) is 0.0 kcal/mol. For the HOMO energy (alpha / beta), the calculation gives -10.82 / -10.82 eV. Its total charge is +1. As for the spin multiplicity: 5.

Structure (XYZ):
```
78
Properties=species:S:1:pos:R:3:forces:R:3:mulliken_charge:R:1
Cr 9.4210 22.4955 42.9125 0.7541 -2.8178 -0.4367 0.740
O 9.8824 18.7465 42.8843 0.0083 0.2805 -0.1695 -0.388
C 9.8317 20.0565 42.8827 0.6287 1.4093 -0.1118 1.390
O 9.4654 20.7010 41.8387 -0.5198 0.3486 0.2918 -0.674
O 10.1884 20.7465 43.8758 -0.7351 0.3124 0.5631 -0.641
H 9.6472 18.5065 41.9733 -0.0160 -0.4787 0.1070 0.313
F 10.6264 23.2409 41.3097 0.1240 0.5108 -0.4030 0.284
C 10.9024 24.2752 40.4092 0.1031 -0.1411 -0.1169 0.608
C 11.5639 23.9404 39.2528 0.0943 -0.3386 0.0427 -0.384
C 11.8170 24.9525 38.3360 -0.1180 -0.1457 0.1068 -0.578
C 11.4090 26.2453 38.6132 0.3338 0.3392 0.2463 -0.586
C 10.8081 26.5555 39.8284 -0.0013 -0.1319 -0.3857 -0.580
C 10.5228 25.5448 40.7406 -0.2977 0.5512 0.1074 -0.459
H 11.8916 22.9181 39.1074 -0.0466 0.0631 -0.1028 0.395
H 12.3429 24.7390 37.4168 -0.0119 -0.0908 -0.0079 0.406
H 11.6473 27.0371 37.9151 -0.1144 -0.0051 -0.0057 0.399
H 10.5669 27.5869 40.0426 -0.1331 -0.0476 0.1202 0.395
H 9.9942 25.7777 41.6579 0.1237 -0.1070 0.0508 0.339
F 12.3431 22.2087 42.9143 0.0189 0.0824 0.2114 -0.217
C 13.3176 21.3907 42.4280 0.1053 -0.0548 -0.2474 0.376
C 13.0826 20.7221 41.2466 -0.0642 -0.0799 0.0402 0.088
C 14.0916 19.8985 40.7573 -0.3172 -0.1515 -0.0493 -0.877
C 15.2722 19.7370 41.4614 0.2050 -0.2814 -0.0017 -0.558
C 15.4841 20.4435 42.6306 -0.0646 0.0851 0.3551 -0.374
C 14.4974 21.2745 43.1266 -0.3552 0.2829 0.3854 -0.628
H 12.1062 20.7848 40.7789 0.1201 0.1154 -0.1294 0.530
H 13.9181 19.3483 39.8414 0.0405 -0.0475 0.0377 0.390
H 15.9992 18.9918 41.1658 0.0597 0.2015 -0.2780 0.389
H 16.3922 20.3407 43.2075 0.0754 -0.1506 -0.1023 0.395
H 14.5792 21.7785 44.0822 0.1877 0.0688 -0.1128 0.414
F 7.8940 22.8499 41.4733 -0.1389 0.4674 0.0023 0.283
C 6.6956 22.9929 40.7487 0.0004 -0.0135 0.0387 0.578
C 5.5323 22.6641 41.3777 -0.5677 0.0557 0.6335 -0.480
C 4.3552 22.7815 40.6542 -0.2760 -0.0467 -0.4117 -0.461
C 4.3802 23.2326 39.3466 0.2366 -0.0803 -0.2522 -0.723
C 5.5918 23.5490 38.7467 0.0311 0.1524 0.0391 -0.464
C 6.7797 23.4344 39.4580 0.2339 0.1291 -0.3666 -0.671
H 5.4789 22.3893 42.4237 0.2386 -0.2136 -0.0689 0.405
H 3.3997 22.4763 41.0570 0.1306 0.0914 0.3521 0.387
H 3.4625 23.3156 38.7817 -0.0177 0.0088 0.0159 0.412
H 5.6291 23.9053 37.7261 -0.0360 -0.0302 0.0013 0.412
H 7.7292 23.6965 39.0086 0.0105 -0.0789 0.0585 0.501
F 10.7078 17.1065 50.2405 -0.0836 0.0166 -0.0702 -0.307
C 10.4331 17.9664 49.2382 -0.0477 0.0246 0.5090 0.361
C 10.0903 17.4698 48.0061 0.1605 0.2574 -0.8667 -0.559
C 9.8847 18.3921 46.9795 -0.1789 -0.1498 0.0928 -0.144
C 10.0008 19.7525 47.2047 -0.0059 0.1418 -0.1628 -0.435
C 10.3100 20.2247 48.4707 0.2797 -0.2399 0.2892 -0.400
C 10.5112 19.3223 49.5093 0.0675 0.0057 -0.1443 -0.493
H 10.0664 16.4142 47.7788 -0.0798 -0.0844 0.3008 0.447
H 9.6221 18.0451 45.9873 0.0715 -0.0895 0.0217 0.311
H 9.8814 20.4319 46.3709 -0.0133 0.0295 0.0584 0.381
H 10.4766 21.2783 48.6531 -0.2048 0.0324 -0.0080 0.358
H 10.7613 19.6388 50.5126 0.0388 0.0375 -0.0263 0.421
F 4.0334 19.8592 41.3610 -0.1104 0.0093 0.0187 -0.397
C 4.9585 19.2885 40.5682 0.4849 -0.0362 -0.4670 -0.038
C 6.2697 19.2424 40.9991 0.0386 -0.1370 0.5451 0.473
C 7.2053 18.5817 40.2232 -0.1131 0.0065 -0.6430 -0.270
C 6.8577 18.0838 38.9706 0.2427 0.1251 0.3552 -0.868
C 5.5576 18.2298 38.5113 0.3439 -0.1185 -0.1365 -0.413
C 4.6003 18.8123 39.3188 -0.5782 0.2929 0.1972 -0.512
H 6.5405 19.6849 41.9512 -0.0718 -0.0905 0.0163 0.544
H 8.2333 18.4742 40.5361 -0.0055 0.1221 0.1263 0.154
H 7.6298 17.6192 38.3726 -0.1473 -0.0733 -0.1219 0.420
H 5.3129 17.8980 37.5114 -0.1570 -0.0505 0.0570 0.407
H 3.5763 18.9396 38.9884 0.0304 -0.0932 0.0026 0.472
F 8.9951 13.5137 43.9149 -0.0169 0.0118 -0.0963 -0.310
C 7.9909 14.3847 43.7006 -0.0056 -0.1119 -0.2624 0.152
C 6.7146 13.9098 43.4874 -0.2221 0.2516 -0.1986 -0.461
C 5.6953 14.8411 43.2753 0.4416 -0.7468 0.4238 -0.442
C 5.9676 16.1982 43.2876 -0.7693 0.2934 -0.1002 -0.522
C 7.2494 16.6583 43.5144 0.5871 -0.6304 -0.5124 -0.174
C 8.2803 15.7297 43.6534 0.2005 0.5914 0.3631 -0.367
H 6.5280 12.8473 43.4121 0.0064 -0.0096 0.2510 0.425
H 4.6946 14.4398 43.1860 -0.0857 0.3018 -0.2961 0.375
H 5.1539 16.8823 43.0729 0.0855 0.0936 0.2025 0.405
H 7.5128 17.7061 43.4943 -0.2106 0.0858 0.0394 0.443
H 9.3087 16.0625 43.7309 -0.0050 -0.0920 0.1958 0.477
```
Forces are in eV/Å.

---

2.
# C37H31N6NaO3S

A molecular structure, C37H31N6NaO3S (the ωB97M-V functional and the def2-TZVPD basis, the OMol25 dataset).

The calculation puts the frontier orbital gap at 5.26 eV. The LUMO energy is 4.0 eV. For the total energy, the calculation gives -69211.35506 eV. The relative energy (zero: lowest compared OMol25 entry of this formula, charge and spin) is 0.0 kcal/mol. For the HOMO energy, the calculation gives -1.23 eV. Its total charge is -2.

Structure (XYZ):
```
79
Properties=species:S:1:pos:R:3:forces:R:3:mulliken_charge:R:1
Na 14.2494 12.1960 13.1604 0.0840 -0.2914 0.3400 0.896
O 12.3369 13.4145 12.7600 -0.2023 0.2105 0.1641 -0.740
C 12.1433 14.6213 12.4119 0.9566 -0.2404 -0.3814 0.142
C 10.9898 15.3665 12.8054 -0.1173 -0.4370 0.2562 -0.852
C 10.6904 16.6135 12.3229 0.9382 0.2326 -0.4618 -0.272
C 11.5497 17.2537 11.4263 0.3699 -0.8037 0.1318 -0.891
C 12.7441 16.5999 11.0939 -0.2598 -0.1963 -0.2373 -0.510
C 13.0924 15.3249 11.5547 -0.0594 0.3909 0.1863 1.367
C 14.4608 14.8801 11.2056 0.0728 0.0084 -0.0269 -1.173
N 15.1326 13.9013 11.7007 -1.3808 0.6195 0.2121 0.442
N 16.4335 13.8831 11.3239 0.9311 -0.1828 -0.3734 -0.769
C 17.1184 12.9507 11.9780 0.0980 0.3984 -0.3805 0.143
O 16.7436 12.1470 12.8435 -0.7909 -0.2356 0.6238 -0.798
C 18.5562 12.8242 11.5678 0.1674 0.0033 -0.5216 0.235
C 19.2206 11.7096 12.0499 0.6345 -0.6068 0.4711 -0.425
C 20.5473 11.4308 11.7053 -0.9551 0.5878 -0.0259 -0.672
C 21.2120 12.3124 10.8785 -0.2044 -0.1056 -0.1431 -0.305
C 20.5473 13.4258 10.3712 -0.0152 -0.1837 -0.0690 -0.601
C 19.2197 13.6737 10.6754 0.2331 -0.2210 0.5333 -0.165
H 10.3110 14.9124 13.5177 0.0872 -0.1928 0.1231 0.534
H 9.8283 17.1193 12.6837 -0.7799 0.3498 0.1804 0.411
H 11.3102 18.2125 11.0242 -0.0521 0.5451 -0.2051 0.399
H 13.4413 17.0708 10.4006 -0.0586 0.1027 0.1473 0.253
H 15.0232 15.5353 10.5035 -0.3724 -0.1340 0.3182 0.144
H 18.6936 11.0498 12.7411 -0.0161 0.2465 -0.2949 0.412
H 21.0054 10.5312 12.0649 0.3009 -0.2792 0.1719 0.396
H 22.2161 12.0863 10.5842 0.5426 0.0908 -0.1641 0.361
H 21.0624 14.0770 9.6889 0.2051 0.2657 -0.1900 0.361
H 18.7205 14.5352 10.2683 -0.2540 0.0794 -0.0414 0.440
C 15.2243 10.1246 10.9081 -0.0373 0.1350 -1.1035 -1.088
C 15.4572 9.2626 12.0807 0.6078 -0.8312 -0.2933 0.664
C 16.1101 7.9853 11.9080 -0.5590 0.6632 -0.5614 -0.829
C 16.3070 7.2270 13.0056 0.1132 -0.0319 0.3255 -0.861
C 15.8873 7.7078 14.2677 0.1037 -0.5763 0.4126 1.467
C 16.1347 6.9136 15.4270 0.1856 0.3586 -1.2364 -0.965
C 15.7947 7.4253 16.6237 -0.5512 0.6661 0.9540 -0.503
C 15.1361 8.6694 16.7160 -0.2837 0.1104 0.4000 -0.449
C 14.7538 9.4570 15.6246 0.5480 -0.1837 0.1518 -0.086
S 13.8640 10.9213 15.8298 0.0377 -0.1254 -0.1690 -0.493
C 15.2365 8.9602 14.3468 -0.1151 0.0320 -0.0115 -0.745
N 15.0602 9.7147 13.2268 -0.2189 -0.1452 0.6736 0.936
H 15.8227 9.7611 10.0644 -0.0914 0.2246 -0.0140 0.448
H 15.4885 11.1561 11.1203 0.1307 0.0519 0.0100 -0.011
H 14.1715 10.1196 10.6110 -0.0050 -0.0686 0.0692 0.063
H 16.3859 7.6416 10.9034 -0.0290 0.2458 0.4166 0.379
H 16.8098 6.2639 12.9663 -0.0633 0.0177 -0.0723 0.321
H 16.6542 5.9826 15.2982 0.1258 -0.3825 0.0670 0.323
H 15.9985 6.8815 17.5406 0.0432 -0.0031 0.0242 0.324
H 14.8723 9.0564 17.7023 0.0325 -0.1603 -0.2230 0.338
C 12.1173 12.1340 6.6933 -0.1781 -0.0296 -0.1052 -1.523
C 11.2588 12.3851 7.9080 -0.2446 -0.1459 0.2292 0.853
C 11.3591 13.5762 8.6272 0.0141 -0.3739 -0.4872 -0.707
C 10.6212 13.7882 9.7659 -0.2459 -0.5434 0.4315 -0.228
C 9.7933 12.7933 10.2995 -0.1279 -0.3869 -0.6656 0.184
N 9.1231 13.0954 11.5056 0.2412 -0.5177 -0.4518 0.018
C 8.4380 12.3237 12.4071 0.4809 -0.1251 -0.6900 0.383
O 7.6681 12.8164 13.2031 -0.3791 0.2535 0.4159 -0.711
N 8.5731 10.9416 12.3232 -0.2345 -0.9520 0.4558 -0.092
C 9.7716 10.1512 12.3410 -0.3412 0.4190 0.1808 0.289
C 9.6544 8.7751 12.4954 0.9274 0.3281 -0.4658 -0.654
C 10.8120 7.9992 12.4540 0.2076 0.4262 -0.0514 -0.792
C 12.0367 8.6576 12.2785 -0.5226 -0.2825 0.4737 -0.215
N 12.1379 9.9834 12.2419 0.3532 -0.2284 -0.3927 0.310
C 11.0458 10.7205 12.2639 -0.6833 0.0814 -0.0173 -0.211
C 9.6166 11.6147 9.5544 0.2875 0.4724 0.1019 -0.572
C 10.3540 11.4253 8.3797 0.0094 0.1035 -0.0103 -0.745
H 12.3293 13.0226 6.0961 -0.3043 0.1485 0.0978 0.375
H 11.6560 11.3903 6.0485 -0.0968 -0.0633 -0.1556 0.384
H 13.0931 11.7501 6.9516 0.3471 -0.2375 0.3445 0.269
H 12.0416 14.3333 8.2677 0.0279 0.1913 0.1172 0.387
H 10.7113 14.6971 10.3142 0.1672 0.6435 0.1857 0.448
H 9.2791 14.0324 11.8181 -0.0384 0.5271 0.2633 0.093
H 7.8305 10.5214 12.8885 0.4644 0.2733 -0.2538 0.273
H 8.6900 8.3292 12.5727 -0.6318 -0.3280 0.1657 0.432
H 10.7601 6.9178 12.5751 0.0765 0.2473 -0.1021 0.378
H 12.9681 8.1008 12.2324 -0.0208 0.0158 0.0314 0.123
H 11.1641 11.8003 12.2334 0.2312 -0.0780 0.1153 0.495
H 8.9168 10.8712 9.9095 0.1037 -0.0938 -0.1297 0.456
H 10.2211 10.4982 7.8137 0.0326 0.2371 0.2057 0.305
```
Forces are in eV/Å.

---

3.
# C37H32BF5IN7Ru

A molecular structure, C37H32BF5IN7Ru (the ωB97M-V functional and the def2-TZVPD basis, the OMol25 dataset).

The calculation puts the frontier orbital gap (alpha / beta) at 5.71 / 5.90 eV. The LUMO energy (alpha / beta) is -6.4 / -8.1 eV. For the total energy, the calculation gives -74252.83841 eV. For the HOMO energy (alpha / beta), the calculation gives -12.12 / -14.03 eV. Its total charge is +2. As for the spin multiplicity: 5.

Structure (XYZ):
```
84
Properties=species:S:1:pos:R:3:forces:R:3:mulliken_charge:R:1
Ru -0.2463 -0.3877 0.2646 -0.6638 0.7337 -1.6448 -0.971
C -3.1646 -0.3547 -4.2882 -0.0261 0.1690 -0.0541 -1.424
C -2.6209 -0.9390 -3.0367 0.1698 -0.1128 0.1790 0.800
C -2.6894 -2.2579 -2.5897 -0.0365 -0.0677 0.1969 -1.198
C -2.0767 -2.2825 -1.3420 -0.0555 0.1316 -0.3587 -0.433
N -1.5880 -1.0414 -1.1040 0.3142 -0.4987 0.7558 0.557
N -1.9585 -0.2243 -2.1112 -0.1789 0.1679 -0.4517 0.539
B -1.7536 1.3031 -1.9544 0.3112 -0.1862 0.2592 -0.519
N -2.2033 1.6369 -0.5007 -0.3634 0.3477 -0.2108 -0.985
N -1.5432 1.0827 0.5338 0.1674 -0.2766 0.3723 3.153
C -2.0300 1.5877 1.6898 -0.2966 0.2504 -0.1359 -0.418
C -3.0347 2.4895 1.3694 0.1284 -0.0971 0.0754 -1.448
C -3.1177 2.4999 -0.0266 0.1316 -0.1925 0.1847 0.695
C -4.0333 3.2841 -0.8908 0.0361 0.0571 -0.1353 -1.387
C -1.4643 1.1594 2.9645 0.1422 -0.0967 0.0517 0.962
C -0.3375 0.3329 2.9909 -0.3599 0.1608 -0.0219 2.373
C 0.2495 -0.0684 4.1726 0.1599 -0.1506 -0.0392 -1.131
C -0.2984 0.3616 5.3747 -0.0173 0.0255 -0.0019 -0.724
C -1.4209 1.1766 5.3737 0.0145 0.0081 0.0334 -0.805
C -2.0024 1.5741 4.1797 0.0187 -0.0416 -0.1374 -1.057
N -0.2541 1.6620 -2.0401 -0.1834 0.0503 -0.4240 -0.108
N 0.6232 1.2686 -1.0807 0.2040 -0.3955 0.5951 1.446
C 1.7603 1.9592 -1.2750 -0.1277 -0.0596 -0.2059 -0.943
C 1.6264 2.7507 -2.4103 -0.0175 0.0734 0.1053 -0.735
C 0.3342 2.5444 -2.8690 0.2308 -0.0068 0.1048 0.272
C -0.3168 3.1433 -4.0655 -0.1423 -0.0338 0.0369 -1.456
C 2.9220 1.9804 -0.2999 0.0818 -0.3528 0.2980 2.726
C 4.1539 2.5818 -0.9277 -0.0071 -0.0712 -0.0088 -1.818
C 4.9458 3.4451 -0.2466 -0.0478 -0.0266 -0.1571 -0.377
C 4.5817 3.9399 1.0224 0.1240 0.0694 0.0979 -1.002
C 3.3195 3.6142 1.5594 -0.2295 -0.0241 -0.0453 -0.493
C 2.4941 2.7371 0.9395 0.1364 0.1382 0.0211 -0.712
C -2.0159 -3.3432 -0.3353 0.0367 -0.0653 0.1749 0.419
C -1.8558 -4.6751 -0.7120 0.1328 0.1393 -0.0590 -0.589
C -1.8202 -5.6716 0.2503 0.0018 -0.0423 -0.0305 -0.879
C -1.9578 -5.3514 1.5944 0.0612 0.0015 0.0279 -0.514
C -2.1405 -4.0300 1.9781 0.0132 -0.0346 0.0914 -0.786
C -2.1762 -3.0315 1.0202 -0.0669 0.1722 -0.1506 0.008
H -3.6221 -1.1325 -4.8932 0.0028 -0.0132 0.0066 0.407
H -2.3782 0.1229 -4.8734 0.0036 -0.0234 -0.0005 0.251
H -3.9188 0.4033 -4.0731 -0.0061 -0.0230 0.0048 0.285
H -3.1852 -3.0770 -3.0822 -0.0538 0.0239 0.0175 0.602
H -2.3887 1.8973 -2.7562 -0.0554 0.0486 -0.0494 -0.067
H -3.6297 3.0774 2.0464 -0.0141 0.0099 -0.0187 0.639
H -4.7199 3.8558 -0.2727 -0.0116 0.0101 -0.0156 0.422
H -4.6098 2.6319 -1.5470 -0.0115 -0.0137 0.0318 0.296
H -3.4769 3.9764 -1.5244 -0.0010 0.0129 0.0284 0.288
H 0.1585 0.0390 2.0441 0.4476 0.1311 0.7321 -0.977
H 1.1405 -0.6836 4.1708 -0.0184 -0.0065 -0.0241 0.556
H 0.1627 0.0682 6.3075 -0.0121 -0.0046 0.0061 0.466
H -1.8424 1.5146 6.3105 -0.0070 -0.0169 -0.0008 0.445
H -2.8791 2.2075 4.1856 0.0000 0.0123 0.0334 0.480
H 2.3520 3.4281 -2.8272 0.0128 -0.0258 0.0184 0.695
H 0.3831 3.8159 -4.5538 -0.0138 0.0079 -0.0227 0.411
H -1.2120 3.7064 -3.8017 0.0226 0.0135 -0.0039 0.283
H -0.6071 2.3702 -4.7780 0.0048 0.0226 -0.0168 0.241
H 4.4113 2.2413 -1.9222 0.0830 -0.0287 0.0205 0.579
H 5.8682 3.7875 -0.6977 -0.0264 0.0092 -0.0385 0.463
H 5.2405 4.6152 1.5484 -0.0202 0.0058 -0.0019 0.455
H 2.9816 4.1054 2.4631 0.0241 0.0020 0.0022 0.491
H 1.4949 2.5435 1.3088 0.0331 -0.0245 0.0610 0.162
H -1.7367 -4.9162 -1.7613 -0.0141 -0.0682 0.0076 0.503
H -1.6913 -6.7028 -0.0502 -0.0050 0.0041 0.0037 0.448
H -1.9386 -6.1319 2.3432 -0.0043 -0.0091 -0.0155 0.463
H -2.2838 -3.7837 3.0227 -0.0078 0.0001 -0.0253 0.492
H -2.4188 -2.0131 1.3178 0.0576 -0.0280 -0.0139 0.543
I 2.4671 -4.9700 2.8182 -0.0217 0.1572 -0.2475 0.164
C 1.9989 -3.9663 1.0486 0.0306 -0.1784 0.2430 -0.976
C 2.3872 -4.4451 -0.1960 -0.0594 0.0656 0.0356 -0.303
C 1.9737 -3.7573 -1.3270 0.0020 -0.0242 0.0063 -1.295
C 1.1865 -2.6342 -1.1865 0.0741 0.0707 -0.2113 -0.305
N 0.8484 -2.1491 0.0165 0.1961 -0.0178 0.1391 1.239
C 1.2553 -2.8042 1.1119 0.0472 -0.1037 0.1936 -0.262
H 2.9945 -5.3364 -0.2798 -0.0073 -0.0042 -0.0078 0.525
H 2.2595 -4.0922 -2.3139 -0.0382 0.0002 -0.0089 0.589
H 0.8337 -2.0927 -2.0542 -0.0180 0.0693 0.0347 0.458
H 0.9770 -2.3921 2.0736 -0.0782 0.0349 -0.0318 0.626
F 2.3327 0.1212 1.1096 -0.1823 -0.0893 -0.0914 -0.147
C 3.2298 0.5006 0.1192 -0.1021 0.0494 -0.2146 0.857
F 3.0161 -0.3411 -0.9210 0.0306 -0.0183 -0.0740 -0.323
C 4.6253 0.1012 0.6654 0.0344 -0.1585 0.1267 0.454
F 4.5368 -1.1716 1.0894 0.0199 0.1030 -0.0324 -0.208
F 5.5436 0.1501 -0.2923 -0.1097 0.0870 0.1094 -0.222
F 4.9901 0.8555 1.6920 -0.0241 0.0654 -0.0840 -0.235
```
Forces are in eV/Å.